No. 1
The following is a quantum chemistry calculation of 4 unconnected molecules or ions with the total composition C18H44BN2O8 at a distorted geometry, from the OMol25 dataset.

- E_HOMO: -4.47 eV
- Total charge: -1

CARTESIAN COORDINATES (ANGSTROEM)
N: -0.13 2.52 0.63
C: 0.76 1.29 0.53
C: 0.48 0.43 -0.79
O: 0.41 1.40 -1.89
C: 1.61 -0.65 -1.14
C: 2.20 -1.42 0.18
N: 2.31 -2.85 -0.20
C: 3.07 -3.65 0.80
B: 2.32 -3.82 2.24
O: 3.04 -4.00 3.48
O: 0.87 -3.83 2.33
C: 3.58 -0.70 0.53
O: 4.51 -0.64 -0.36
O: 3.79 -0.18 1.80
H: -1.03 2.14 0.99
H: 0.25 3.05 1.44
H: 0.46 0.63 1.43
H: 1.85 1.58 0.68
H: -0.55 -0.07 -0.75
H: 0.09 0.97 -2.71
H: 2.43 -0.11 -1.72
H: 1.12 -1.41 -1.86
H: 1.38 -1.32 0.97
H: 2.73 -2.96 -1.14
H: 3.14 -4.72 0.36
H: 4.15 -3.32 0.97
H: 3.90 -3.53 3.45
H: 0.58 -4.52 1.68
C: 6.64 1.93 0.63
C: 5.88 2.21 -0.65
O: 5.47 3.57 -0.79
C: 6.50 4.54 -0.83
C: 7.46 4.36 -1.99
H: 6.07 2.26 1.50
H: 6.85 0.87 0.72
H: 7.60 2.47 0.65
H: 4.97 1.61 -0.66
H: 6.46 1.90 -1.53
H: 7.04 4.56 0.13
H: 6.01 5.51 -0.93
H: 8.03 3.44 -1.91
H: 8.18 5.19 -2.03
H: 6.92 4.33 -2.94
C: -5.14 0.20 -3.08
C: -4.43 0.04 -1.75
O: -3.15 0.65 -1.72
C: -3.12 2.06 -1.92
C: -3.89 2.84 -0.88
H: -4.51 -0.16 -3.91
H: -6.08 -0.37 -3.09
H: -5.39 1.24 -3.29
H: -4.26 -1.03 -1.57
H: -5.05 0.40 -0.93
H: -3.46 2.31 -2.93
H: -2.06 2.35 -1.87
H: -4.96 2.63 -0.93
H: -3.75 3.92 -1.02
H: -3.56 2.58 0.13
C: -4.86 -4.19 1.52
C: -4.50 -2.80 2.02
O: -5.06 -1.75 1.24
C: -6.48 -1.70 1.17
C: -7.15 -1.51 2.52
H: -4.59 -4.29 0.46
H: -4.33 -4.95 2.09
H: -5.93 -4.38 1.60
H: -3.42 -2.67 1.97
H: -4.78 -2.68 3.07
H: -6.86 -2.59 0.66
H: -6.72 -0.85 0.53
H: -6.99 -2.36 3.17
H: -8.23 -1.38 2.39
H: -6.74 -0.63 3.02

---

No. 2
The following is a quantum chemistry calculation of a molecular structure, C3H3NO at a distorted geometry, from the OMol25 dataset.

- E_HOMO (spin up / spin down): -8.98 / -8.92 eV
- ΔE to the lowest compared entry with this formula, charge and spin: 696.2 kJ/mol

CARTESIAN COORDINATES (ANGSTROEM)
C: -0.15 0.68 -0.56
C: -0.85 0.18 0.67
C: 0.05 -0.74 -0.21
N: 1.06 0.82 0.30
O: 1.36 -0.63 0.18
H: -0.24 1.14 -1.52
H: -0.89 0.12 1.78
H: -0.35 -1.58 -0.65

---

No. 3
The following is a quantum chemistry calculation of a molecular structure, C37H42Cl2N5O2P2Re, from the OMol25 dataset.

- E_HOMO (spin up / spin down): -15.81 / -15.78 eV
- ⟨S²⟩: 3.773
- ΔE to the lowest compared entry with this formula, charge and spin: 28.2 kJ/mol
- Total charge: +3
- Multiplicity: 4

CARTESIAN COORDINATES (ANGSTROEM)
Re: -0.02 -0.05 0.24
C: -1.37 -2.82 1.43
P: -1.93 -1.04 1.43
C: -2.34 -0.76 3.17
C: -1.41 -1.13 4.14
C: -1.73 -1.00 5.48
C: -2.96 -0.48 5.86
C: -3.88 -0.09 4.89
C: -3.57 -0.24 3.55
C: -3.45 -0.98 0.47
C: -4.09 -2.12 -0.01
C: -5.26 -2.01 -0.75
C: -5.81 -0.76 -0.99
C: -5.19 0.38 -0.51
C: -4.01 0.28 0.22
C: 0.10 -2.80 1.61
C: 1.01 -3.66 2.31
C: 2.24 -3.07 2.26
C: 2.09 -1.84 1.52
C: 2.99 -0.72 1.23
P: 1.96 0.83 1.42
C: 3.01 2.14 0.77
C: 3.72 1.98 -0.43
C: 4.57 2.98 -0.87
C: 4.72 4.15 -0.13
C: 4.01 4.32 1.05
C: 3.17 3.32 1.50
C: 1.85 1.08 3.19
C: 0.62 1.29 3.80
C: 0.55 1.54 5.16
C: 1.71 1.56 5.92
C: 2.95 1.35 5.32
C: 3.02 1.11 3.96
N: 0.79 -1.74 1.11
H: -1.61 -3.28 0.47
H: -1.87 -3.40 2.21
H: -0.44 -1.52 3.87
H: -1.01 -1.30 6.24
H: -3.21 -0.38 6.91
H: -4.84 0.30 5.19
H: -4.31 0.04 2.81
H: -3.71 -3.11 0.21
H: -5.76 -2.90 -1.11
H: -6.73 -0.67 -1.55
H: -5.63 1.36 -0.68
H: -3.54 1.17 0.60
H: 0.74 -4.58 2.80
H: 3.16 -3.42 2.70
H: 3.30 -0.75 0.18
H: 3.88 -0.71 1.85
H: 3.60 1.09 -1.03
H: 5.12 2.85 -1.79
H: 5.39 4.92 -0.48
H: 4.13 5.22 1.63
H: 2.64 3.46 2.44
H: -0.29 1.29 3.21
H: -0.41 1.72 5.63
H: 1.66 1.76 6.98
H: 3.85 1.37 5.92
H: 3.99 0.97 3.50
N: -0.93 -1.15 -1.51
C: 0.21 -1.54 -2.39
C: -0.17 -2.13 -3.73
C: -1.05 -1.23 -4.63
C: -0.57 -1.25 -6.08
N: 0.65 -0.46 -6.20
C: 1.05 0.19 -7.29
N: 2.08 1.03 -7.21
N: 0.43 0.02 -8.46
C: 1.12 -0.31 -2.47
O: 1.63 0.06 -3.51
O: 1.28 0.29 -1.32
H: -1.48 -1.97 -1.28
H: -1.57 -0.53 -2.01
H: 0.76 -2.29 -1.80
H: -0.64 -3.10 -3.58
H: 0.78 -2.34 -4.24
H: -1.02 -0.19 -4.28
H: -2.09 -1.55 -4.60
H: -1.34 -0.84 -6.74
H: -0.38 -2.28 -6.39
H: 1.19 -0.33 -5.35
H: 2.55 1.18 -6.33
H: 2.49 1.43 -8.03
H: -0.23 -0.73 -8.60
H: 0.73 0.52 -9.28
Cl: -1.12 1.96 -0.58
C: -0.23 3.52 -0.23
Cl: -0.25 3.86 1.47
H: -0.80 4.27 -0.77
H: 0.78 3.39 -0.61

---

No. 4
The following is a quantum chemistry calculation of a molecular structure, C49H33F5InNO6P2S at a distorted geometry, from the OMol25 dataset.

- E_HOMO: -13.16 eV
- ΔE to the lowest compared entry with this formula, charge and spin: 0.0 kJ/mol
- Total charge: +2

CARTESIAN COORDINATES (ANGSTROEM)
In: 3.91 7.86 17.91
O: 7.45 10.41 19.11
C: 6.39 9.89 18.60
O: 5.95 8.81 18.92
C: 5.77 10.63 17.43
C: 6.00 11.94 17.03
C: 5.29 12.45 15.98
C: 4.35 11.67 15.34
C: 4.19 10.39 15.78
N: 4.91 9.87 16.78
C: 3.19 9.39 15.26
O: 2.57 9.67 14.11
O: 2.93 8.39 15.87
H: 7.80 9.94 19.87
H: 6.71 12.62 17.51
H: 5.46 13.48 15.68
H: 3.74 12.08 14.54
H: 2.86 10.56 13.81
O: 5.42 3.33 19.23
S: 4.48 4.35 18.65
C: 4.34 3.99 16.93
C: 3.78 2.79 16.50
C: 3.72 2.49 15.16
C: 4.27 3.38 14.25
C: 4.91 4.54 14.66
C: 4.88 4.90 16.02
P: 5.65 6.40 16.65
C: 6.15 7.43 15.25
C: 5.31 7.69 14.16
C: 5.69 8.55 13.14
C: 6.91 9.20 13.22
C: 7.72 9.01 14.30
C: 7.39 8.07 15.30
C: 7.14 5.91 17.53
C: 7.30 6.15 18.90
C: 8.43 5.74 19.54
C: 9.45 5.18 18.80
C: 9.32 4.97 17.44
C: 8.14 5.32 16.77
C: 2.84 3.87 19.21
C: 2.69 2.62 19.73
C: 1.43 2.09 20.09
C: 0.34 2.92 19.92
C: 0.52 4.25 19.51
C: 1.76 4.74 19.15
P: 1.91 6.55 18.97
C: 1.85 7.08 20.70
C: 1.36 8.35 21.07
C: 1.27 8.69 22.42
C: 1.70 7.80 23.38
C: 2.26 6.58 23.02
C: 2.34 6.22 21.68
C: 0.30 7.02 18.19
C: 0.12 6.93 16.81
C: -1.09 7.24 16.22
C: -2.12 7.69 17.03
C: -1.95 7.79 18.41
C: -0.76 7.44 19.01
H: 3.43 2.03 17.19
H: 3.38 1.54 14.80
H: 4.29 3.09 13.20
H: 5.40 5.17 13.94
H: 4.38 7.16 14.08
H: 5.09 8.69 12.23
H: 7.23 9.85 12.39
H: 8.69 9.51 14.33
H: 8.08 7.89 16.10
H: 6.53 6.63 19.50
H: 8.54 5.85 20.62
H: 10.36 4.81 19.24
H: 10.10 4.43 16.91
H: 8.03 5.07 15.75
H: 3.60 2.08 19.87
H: 1.33 1.10 20.48
H: -0.66 2.59 20.19
H: -0.34 4.93 19.53
H: 1.03 9.04 20.31
H: 0.83 9.63 22.69
H: 1.61 8.10 24.39
H: 2.63 5.91 23.82
H: 2.79 5.29 21.41
H: 0.95 6.62 16.16
H: -1.22 7.08 15.17
H: -3.08 7.98 16.63
H: -2.74 8.17 19.05
H: -0.66 7.48 20.07
F: 4.26 12.98 22.93
C: 3.92 12.07 22.02
C: 3.26 12.46 20.86
F: 2.86 13.71 20.73
C: 3.09 11.59 19.80
F: 2.46 12.08 18.72
C: 3.47 10.27 19.82
O: 3.11 9.45 18.85
C: 4.04 9.86 21.01
F: 4.36 8.57 21.20
C: 4.29 10.75 22.07
F: 4.82 10.20 23.18

---

No. 5
The following is a quantum chemistry calculation of 3 unconnected molecules or ions with the total composition C4H14O3, from the OMol25 dataset.

- E_HOMO: -10.57 eV
- ΔE to the lowest compared entry with this formula, charge and spin: 9.0 kJ/mol
- SMILES string: CC[C@@H](C)O.O.O

CARTESIAN COORDINATES (ANGSTROEM)
C: -1.60 1.23 1.13
C: -0.90 0.75 -0.13
C: -0.93 -0.75 -0.35
C: -0.28 -1.18 -1.66
O: -0.25 -1.38 0.75
H: -2.66 0.96 1.22
H: -1.17 0.81 2.03
H: -1.54 2.32 1.20
H: 0.15 1.03 -0.20
H: -1.33 1.28 -0.97
H: -2.00 -1.03 -0.30
H: -0.26 -2.27 -1.68
H: 0.75 -0.81 -1.63
H: -0.89 -0.81 -2.50
H: -0.47 -2.32 0.68
O: 1.96 0.21 1.53
H: 1.21 -0.40 1.42
H: 2.47 -0.20 2.23
O: 2.70 0.57 -1.20
H: 2.57 0.50 -0.24
H: 2.48 1.49 -1.35

---

No. 6
The following is a quantum chemistry calculation of a molecular structure, C26H32DyNO5S at a distorted geometry, from the OMol25 dataset.

- E_HOMO (spin up / spin down): -7.84 / -7.91 eV
- ⟨S²⟩: 9.354
- ΔE to the lowest compared entry with this formula, charge and spin: 131.8 kJ/mol
- Multiplicity: 6

CARTESIAN COORDINATES (ANGSTROEM)
O: 0.41 -0.68 -4.19
C: 0.67 0.49 -5.12
C: 0.72 -0.27 -6.43
H: 1.61 0.99 -4.83
H: -0.21 1.16 -5.10
C: 0.49 -1.47 -5.51
H: 1.69 -0.20 -6.93
H: -0.12 -0.03 -7.10
C: 1.69 -2.38 -5.65
H: 2.62 -1.79 -5.67
H: 1.59 -2.89 -6.62
H: 1.75 -3.14 -4.87
C: -0.81 -2.16 -5.85
H: -1.62 -1.42 -5.96
H: -1.10 -2.87 -5.07
H: -0.67 -2.71 -6.80
Dy: 0.08 -0.62 -1.68
C: -1.97 -1.09 0.08
C: -1.96 0.33 -0.05
C: -2.35 0.66 -1.39
H: -1.76 1.06 0.72
C: -2.52 -0.57 -2.11
C: -2.25 -1.64 -1.20
H: -2.35 -2.70 -1.43
H: -1.87 -1.64 1.01
H: -2.55 1.67 -1.74
H: -2.84 -0.65 -3.15
C: 1.21 -2.42 -0.17
C: 0.42 -3.15 -1.09
C: 0.90 -2.90 -2.40
H: -0.37 -3.87 -0.82
C: 2.03 -2.01 -2.29
C: 2.24 -1.73 -0.90
H: 3.03 -1.11 -0.49
H: 1.08 -2.42 0.92
H: 0.54 -3.39 -3.32
H: 2.62 -1.58 -3.10
O: 1.18 3.62 -4.08
C: -0.17 3.31 -3.64
C: -0.88 4.61 -3.33
H: -0.07 2.67 -2.73
H: -0.74 2.71 -4.40
C: 0.29 5.63 -3.14
H: -1.49 4.52 -2.44
H: -1.48 4.90 -4.20
C: 1.56 4.77 -3.19
H: 0.22 6.18 -2.20
H: 0.29 6.31 -4.03
H: 1.77 4.33 -2.18
H: 2.47 5.35 -3.52
O: 0.13 -1.00 2.05
C: 0.63 0.08 1.71
N: 0.69 0.51 0.39
S: 1.41 2.03 0.20
O: 2.55 1.84 -0.68
O: 0.42 3.02 -0.14
C: 1.81 2.13 1.93
C: 2.40 3.20 2.59
C: 2.46 3.14 3.98
C: 1.88 2.07 4.70
C: 1.24 1.03 4.03
C: 1.25 1.06 2.62
H: 2.81 4.02 2.01
H: 2.95 3.94 4.52
H: 1.93 2.06 5.78
H: 0.76 0.20 4.54